Entry 1:
C56H98N14 | wB97M-V/def2-TZVPD

Values from the calculation:
HOMO-LUMO gap (alpha / beta) in eV: 1.53 / 10.66
DFT total energy in eV: -80519.5093
Net charge: -1
Spin multiplicity: 2
Expectation value of S²: 0.7505
Relative energy (zero: lowest compared OMol25 entry of this formula, charge and spin) in kJ/mol: 23.3
HOMO (alpha / beta) in eV: -0.1 / -9.2

Cartesian coordinates (Å):
C: -4.6223 14.9090 -1.2027
C: -5.5868 14.5078 -0.0335
C: -6.1627 13.1215 -0.2797
C: -7.0253 13.0390 -1.4995
N: -7.7435 12.9995 -2.4122
H: -3.7456 14.2617 -1.2220
H: -4.3431 15.9544 -1.0710
H: -5.1617 14.9218 -2.1498
H: -6.3808 15.2463 0.0777
H: -5.0313 14.4603 0.9031
H: -6.8349 12.8565 0.5364
H: -5.4240 12.3254 -0.3726
C: -10.8947 18.7050 7.0217
C: -9.7926 19.6620 7.3677
C: -9.6110 20.0800 8.8413
C: -10.1554 19.1667 9.8803
N: -10.5854 18.5237 10.7505
H: -11.8353 19.1034 7.4020
H: -10.7412 17.7125 7.4452
H: -11.0391 18.6668 5.9420
H: -9.9930 20.5443 6.7598
H: -8.8689 19.2657 6.9459
H: -10.2061 20.9763 9.0163
H: -8.5928 20.4148 9.0393
C: -7.2765 17.1295 5.1457
C: -6.3888 16.4941 4.0106
C: -6.0939 15.0425 4.4031
C: -5.3721 14.8142 5.6835
N: -4.7895 14.6693 6.6750
H: -6.7701 17.1547 6.1106
H: -8.1969 16.5991 5.3899
H: -7.6445 18.1160 4.8636
H: -5.4719 17.0736 3.9034
H: -7.0017 16.5612 3.1117
H: -5.5162 14.5551 3.6177
H: -7.0407 14.5034 4.4366
C: -6.9215 11.4793 6.8423
C: -5.6411 11.3542 7.6427
C: -5.5657 12.1874 8.9112
C: -6.6205 11.8629 9.8670
N: -7.4682 11.6114 10.6227
H: -7.7112 11.0151 7.4331
H: -6.7957 10.9009 5.9271
H: -7.1682 12.5024 6.5584
H: -4.7509 11.4954 7.0298
H: -5.5141 10.3413 8.0250
H: -5.5895 13.2442 8.6449
H: -4.6104 12.0305 9.4119
C: -2.2577 17.3015 6.1995
C: -3.1293 18.5753 6.0843
C: -2.3512 19.7768 5.4623
C: -1.0326 20.0065 6.0888
N: -0.0017 20.2071 6.6420
H: -2.8756 16.4631 6.5212
H: -1.5435 17.4019 7.0167
H: -1.7879 16.9495 5.2811
H: -3.5736 18.8388 7.0442
H: -3.9689 18.3575 5.4242
H: -2.9552 20.6777 5.5699
H: -2.1599 19.6233 4.4002
C: -11.5112 17.5438 0.6232
C: -10.6043 17.9232 1.7885
C: -10.0782 16.7369 2.5736
C: -9.3310 15.6936 1.8367
N: -8.7805 14.8868 1.2624
H: -12.3111 17.0155 1.1420
H: -11.0625 16.8407 -0.0785
H: -11.9799 18.3082 0.0035
H: -11.1977 18.5556 2.4488
H: -9.7698 18.5430 1.4606
H: -10.8775 16.3902 3.2287
H: -9.3422 17.1214 3.2797
C: -8.7184 15.3861 8.6369
C: -7.9613 15.6267 9.9511
C: -6.5543 16.2435 9.7711
C: -6.4882 17.5631 9.0840
N: -6.4497 18.5816 8.5460
H: -9.7829 15.1680 8.7219
H: -8.3108 14.5145 8.1248
H: -8.6141 16.2533 7.9847
H: -7.8510 14.7201 10.5461
H: -8.4911 16.3472 10.5742
H: -5.9225 15.6429 9.1167
H: -6.0344 16.2603 10.7289
C: -1.1167 12.3404 6.9839
C: -1.4856 13.7145 6.3004
C: -0.3354 14.3506 5.5400
C: 0.4865 15.2853 6.3073
N: 1.1422 16.0292 6.9408
H: -1.9242 11.8920 7.5627
H: -0.2830 12.4148 7.6821
H: -0.8773 11.6169 6.2046
H: -1.9388 14.4120 7.0048
H: -2.2903 13.4942 5.5990
H: -0.6803 14.8484 4.6336
H: 0.3614 13.5622 5.2555
C: -6.6968 18.9117 0.4999
C: -6.1576 20.3263 0.3624
C: -6.1858 20.8394 -1.0500
C: -7.5749 21.1694 -1.3903
N: -8.7069 21.3149 -1.6713
H: -6.9771 18.5263 1.4802
H: -5.9834 18.2101 0.0675
H: -7.5746 18.8589 -0.1442
H: -5.1214 20.3931 0.6941
H: -6.7528 20.9140 1.0613
H: -5.6756 20.1513 -1.7240
H: -5.6384 21.7779 -1.1378
C: -0.4257 12.1287 2.9259
C: -1.2654 12.1803 1.7168
C: -1.8080 13.6393 1.4642
C: -2.4710 14.3203 2.5958
N: -3.0600 14.8294 3.4440
H: 0.3225 12.9213 2.9359
H: 0.1048 11.1846 3.0506
H: -0.9803 12.2656 3.8543
H: -1.9928 11.3727 1.7983
H: -0.6693 11.8027 0.8860
H: -2.4450 13.7119 0.5827
H: -0.9620 14.3151 1.3383
C: -10.8340 10.6880 3.9834
C: -9.3188 10.8173 3.9235
C: -8.8504 12.2709 3.6636
C: -9.2194 13.1997 4.7285
N: -9.4800 13.8901 5.6335
H: -11.1498 11.0404 3.0014
H: -11.2656 11.4064 4.6803
H: -11.2783 9.7057 4.1437
H: -8.8824 10.1749 3.1586
H: -8.9521 10.4316 4.8747
H: -9.3229 12.6643 2.7636
H: -7.7611 12.2951 3.6349
C: -2.9075 9.7973 4.8680
C: -4.0899 8.9777 4.5442
C: -4.6825 9.3131 3.1606
C: -5.1102 10.7143 2.9082
N: -5.4479 11.8221 2.7510
H: -3.1055 10.8691 4.8584
H: -2.0699 9.5469 4.2171
H: -2.5538 9.5352 5.8652
H: -4.8352 8.9659 5.3395
H: -3.6022 8.0114 4.4150
H: -5.5913 8.7288 3.0167
H: -4.0601 9.1538 2.2800
C: -0.1938 14.9179 10.1975
C: -1.3811 15.8902 9.7442
C: -2.6657 15.1149 9.5003
C: -3.4986 14.7950 10.7252
N: -4.1770 14.4864 11.5961
H: -0.5398 14.3062 11.0307
H: 0.7580 15.4068 10.4048
H: -0.0583 14.2220 9.3696
H: -1.0369 16.3772 8.8318
H: -1.5068 16.6297 10.5350
H: -2.4843 14.1631 9.0010
H: -3.3351 15.6762 8.8484
C: -5.5524 22.8439 6.4703
C: -6.3432 21.5370 6.4764
C: -6.7398 20.9346 5.1034
C: -5.6646 20.4652 4.1893
N: -4.8246 20.0472 3.4845
H: -6.2003 23.6233 6.0693
H: -4.6771 22.7983 5.8222
H: -5.1914 23.0894 7.4691
H: -7.2509 21.6566 7.0680
H: -5.7058 20.8189 6.9923
H: -7.2233 21.7301 4.5365
H: -7.4523 20.1216 5.2428

Entry 2:
C5H4NO5Ti | wB97M-V/def2-TZVPD

Values from the calculation:
HOMO-LUMO gap (alpha / beta) in eV: 8.03 / 7.54
DFT total energy in eV: -40072.0333
Net charge: +2
Spin multiplicity: 2
Expectation value of S²: 0.7567
Relative energy (zero: lowest compared OMol25 entry of this formula, charge and spin) in kJ/mol: 55.0
HOMO (alpha / beta) in eV: -19.1 / -19.0

Cartesian coordinates (Å):
O: 0.5862 0.0192 -4.1535
C: 0.0844 0.0134 -3.1138
Ti: -0.1630 -0.0217 0.2058
O: 2.6088 -0.0135 -1.7062
C: 1.6453 -0.0043 -1.0586
C: -2.0935 -0.0232 0.5116
O: -3.1929 -0.0398 0.9305
C: -0.3132 -2.0920 -0.0718
O: -0.4919 -3.2281 -0.2294
C: -0.3540 2.0808 -0.1072
O: -0.5394 3.2112 -0.2719
H: -1.3265 -0.0272 -1.1167
N: 0.7677 0.0223 2.2676
H: 1.7762 -0.1865 2.3079
H: 0.3083 -0.6584 2.8917
H: 0.6973 0.9480 2.7139

What is the formula in the second record? C5H4NO5Ti

Copy entry 2 word for word.
C5H4NO5Ti | wB97M-V/def2-TZVPD

Values from the calculation:
HOMO-LUMO gap (alpha / beta) in eV: 8.03 / 7.54
DFT total energy in eV: -40072.0333
Net charge: +2
Spin multiplicity: 2
Expectation value of S²: 0.7567
Relative energy (zero: lowest compared OMol25 entry of this formula, charge and spin) in kJ/mol: 55.0
HOMO (alpha / beta) in eV: -19.1 / -19.0

Cartesian coordinates (Å):
O: 0.5862 0.0192 -4.1535
C: 0.0844 0.0134 -3.1138
Ti: -0.1630 -0.0217 0.2058
O: 2.6088 -0.0135 -1.7062
C: 1.6453 -0.0043 -1.0586
C: -2.0935 -0.0232 0.5116
O: -3.1929 -0.0398 0.9305
C: -0.3132 -2.0920 -0.0718
O: -0.4919 -3.2281 -0.2294
C: -0.3540 2.0808 -0.1072
O: -0.5394 3.2112 -0.2719
H: -1.3265 -0.0272 -1.1167
N: 0.7677 0.0223 2.2676
H: 1.7762 -0.1865 2.3079
H: 0.3083 -0.6584 2.8917
H: 0.6973 0.9480 2.7139

What is the net charge in the second record? +2